(1)
The following is a quantum chemistry calculation of one molecule with the formula C15H15N3O5S, from OMol25.

The calculation puts the HOMO-LUMO gap at 8.99 eV. The calculation puts the total energy at -41340.498 eV. The calculation puts the HOMO energy at -8.4 eV. Its spin multiplicity is 1.

Positions of all 39 atoms, in Å:
C -5.69483 0.22997 1.30224
H -6.37373 0.21856 0.44717
H -6.05131 0.91724 2.06479
H -5.61926 -0.78330 1.70235
O -4.41463 0.70258 0.91007
C -3.79071 -0.01251 -0.03314
O -4.25846 -1.00675 -0.53496
C -2.48025 0.55929 -0.36183
C -1.57458 0.07051 -1.28350
O -0.48298 0.84746 -1.29863
C -0.66403 1.83208 -0.39326
C -1.87334 1.71384 0.21340
H -2.28242 2.35650 0.96337
S 0.66958 2.98965 -0.18892
O 0.13645 4.22495 0.29126
O 1.45067 2.97954 -1.38547
N 1.51517 2.30397 1.11196
C 2.25309 1.17270 0.76045
N 3.52381 1.21836 0.42509
N 3.90582 -0.02088 0.09361
C 2.87763 -0.89816 0.20379
C 2.79970 -2.27054 -0.03256
C 1.59402 -2.88185 0.21466
C 0.49170 -2.16774 0.70913
C 0.55847 -0.81636 0.94517
C 1.75755 -0.15798 0.66156
H -0.28023 -0.27479 1.35443
H -0.42501 -2.70081 0.91296
H 1.49028 -3.94267 0.04085
H 3.65249 -2.82649 -0.38986
C 5.25462 -0.28306 -0.31199
H 5.27888 -0.68422 -1.32720
H 5.79450 0.66048 -0.28489
H 5.73007 -0.99566 0.36600
H 2.09969 3.02876 1.50885
C -1.63535 -1.10705 -2.17739
H -1.52670 -0.79614 -3.21505
H -2.58763 -1.61003 -2.03998
H -0.81877 -1.78941 -1.94451

(2)
The following is a quantum chemistry calculation of one molecule with the formula C3H3Cl, from OMol25.

The calculation puts the HOMO-LUMO gap (alpha / beta) at 7.16 / 9.03 eV. The calculation puts the total energy at -15675.342 eV. The calculation puts the HOMO energy (alpha / beta) at -6.2 / -10.7 eV. Its spin multiplicity is 3.

Positions of all 7 atoms, in Å:
C -0.49831 -0.59887 -0.70794
C -0.49155 -0.01151 0.60809
C 0.70891 0.21924 -0.16613
Cl -1.24727 0.29100 2.14113
H -1.28145 -0.87660 -1.32071
H 1.74218 -0.22093 -0.01261
H 1.06750 1.19767 -0.54183

(3)
The following is a quantum chemistry calculation of a 9-piece molecular cluster, C45H57N9O16 overall, from OMol25.

The calculation puts the HOMO-LUMO gap at 4.70 eV. The calculation puts the total energy at -93714.507 eV. The calculation puts the HOMO energy at -7.6 eV. Its spin multiplicity is 1.

Positions of all 127 atoms, in Å:
C 4.60000 47.83300 18.45900
C 4.50600 48.20500 17.01300
C 3.19900 47.52200 16.28700
C 2.88400 48.21900 14.91600
C 2.41400 49.68500 15.18800
C 3.67500 50.38800 15.83200
N 4.33500 49.66400 16.85500
O 4.73500 50.41100 17.74200
C 2.93100 51.72400 16.21400
C 4.83500 50.80800 14.76300
C 5.78900 47.89400 16.24300
H 3.85600 48.19600 19.11200
H 5.56000 47.92900 18.71500
H 4.25100 46.82700 18.80800
H 2.24500 47.54000 16.95300
H 3.36400 46.36800 15.98100
H 2.03600 47.75000 14.45400
H 3.53700 47.94700 14.18900
H 1.50300 49.74400 15.77200
H 2.06200 50.26400 14.49300
H 2.39400 51.52400 16.88800
H 2.54200 52.23100 15.39200
H 3.45800 52.45800 16.62900
H 5.19400 49.93400 14.32200
H 5.59900 51.37500 15.09700
H 4.54900 51.26200 13.78600
H 5.88200 48.14400 15.13100
H 6.27700 46.82200 16.69700
H 6.56300 48.37100 16.80200
N 8.52600 48.61200 14.25700
O 8.59600 47.42300 14.66300
O 8.59300 49.52500 15.11100
O 8.09100 48.87100 13.09800
C 5.41200 53.67300 10.82600
C 5.81300 52.35100 11.55900
C 5.88800 51.07500 10.71900
C 5.54600 51.17900 9.09700
C 5.42800 52.58700 8.60000
C 5.30200 53.80800 9.42900
N 5.36800 49.91300 8.32300
O 5.82500 48.77800 8.82700
O 5.18300 49.98000 7.15000
H 5.30800 54.50500 11.63200
H 5.88400 52.27900 12.53100
H 6.06000 50.05700 11.16600
H 5.38400 52.43400 7.46000
H 5.14700 54.72800 9.01200
C -1.62600 43.11900 15.55100
C -0.18000 43.33800 15.92800
C 0.07600 44.26300 17.05900
C -1.01600 45.04900 17.65200
C -2.39400 45.00700 17.18200
C -2.63300 43.91600 16.04300
N -0.80500 46.02500 18.71400
O 0.34200 46.61400 18.61500
O -1.36700 45.99200 19.74400
H -1.91700 42.54300 14.56300
H 0.60000 42.95200 15.32700
H 1.17800 44.45100 17.16000
H -3.17600 45.56900 17.67400
H -3.64300 43.61400 15.78600
C 1.97700 48.40000 22.50800
C 3.26000 49.07800 22.84800
C 3.77700 50.33000 22.08000
C 2.91100 50.75200 20.86700
C 1.73300 49.87800 20.59200
C 1.28800 48.64800 21.34600
N 3.23400 51.98100 20.07700
O 2.34000 52.44800 19.28500
O 4.32100 52.42000 20.16500
H 1.64300 47.66100 23.21500
H 3.82400 48.73500 23.61000
H 4.61000 50.96900 22.35600
H 0.92000 50.07700 19.80500
H 0.40500 48.00600 21.04700
C 5.86000 46.22500 13.03400
C 5.97100 46.68900 11.53300
C 4.97500 45.92500 10.57100
C 3.79100 45.09800 11.19800
C 3.77400 44.90400 12.63600
C 4.99500 45.30900 13.57000
N 2.84200 44.49100 10.37300
O 2.10900 43.73700 10.97200
O 2.91100 44.60100 9.20100
H 6.65300 46.60300 13.69000
H 6.74800 47.43700 11.34100
H 4.82500 46.23000 9.64500
H 3.17000 44.09900 12.96900
H 5.12300 45.11000 14.61200
C 7.10100 40.50900 19.86100
C 6.67200 39.74200 18.58200
C 6.09400 40.65800 17.42100
C 5.58900 42.08600 17.82800
C 5.77100 42.61300 19.22400
C 6.63900 41.88800 20.17400
N 4.96900 42.83800 16.69200
O 4.92800 42.36600 15.46100
O 4.38000 43.94900 16.95000
H 7.71300 40.03400 20.76300
H 7.05200 38.77300 18.39900
H 5.98100 40.28400 16.50300
H 5.61700 43.71200 19.58500
H 6.96300 42.37100 20.98100
C 8.68500 47.87900 18.38300
O 8.25600 48.76900 19.03800
N 8.55400 46.51000 18.54600
C 8.97300 45.58400 17.44800
C 7.87400 45.96100 19.65200
H 9.39100 48.43400 17.39300
H 8.12300 45.54400 16.74300
H 9.11500 44.65100 17.77200
H 9.84700 46.07700 17.19800
H 7.48500 46.86200 20.12300
H 8.60300 45.36100 20.09300
H 6.98300 45.41300 19.27800
C 1.87900 53.09100 11.37600
O 2.08400 52.17000 12.08400
N 1.53300 54.36700 11.79700
C 1.74400 55.49500 10.91900
C 1.39600 54.65200 13.26600
H 2.15200 53.11200 10.22000
H 2.88700 55.79300 10.90900
H 1.22800 56.31000 11.19400
H 1.31700 55.40300 9.91100
H 2.30000 54.83000 13.78200
H 0.94700 53.64600 13.90800
H 0.96200 55.74000 13.56700

(4)
The following is a quantum chemistry calculation of one molecule with the formula ClH3NOPS, from OMol25.

The calculation puts the HOMO-LUMO gap at 8.43 eV. The calculation puts the total energy at -36233.465 eV. The calculation puts the HOMO energy at -8.7 eV. Its spin multiplicity is 1.

Positions of all 8 atoms, in Å:
N 1.06876 -0.05257 -0.90088
O 0.30099 -0.11744 1.52071
P -0.25632 0.02553 0.06317
S -1.94378 -1.62597 0.09851
Cl -0.84996 1.95207 -0.05027
H 1.46657 0.87743 -0.97171
H 0.78838 -0.68083 -1.76746
H -0.57465 -0.37822 2.00794